No. 1
Density functional theory data (ωB97M-V/def2-TZVPD) for C5H7AgO3 as an isolated structure at a distorted geometry.

Each line ends with the Mulliken spin population.
Positions of all 16 atoms, in Å:
Ag 5.38829 0.35759 -0.81399  0.000
O 0.91221 0.05125 0.97342  0.052
O 1.92584 0.30321 -1.03565  0.001
O 3.09826 0.49097 0.83606  0.001
C -0.90573 0.51209 -0.93453  0.621
C 2.09541 0.17892 0.21668  0.003
C -0.12805 -0.62267 0.44207  0.030
C -1.38594 -0.65074 1.18574  0.402
C -2.20011 0.12998 -0.53638  -0.144
H -2.62101 -0.78661 -0.96017  0.033
H -2.86035 0.93422 -0.19661  0.009
H 0.55377 0.50058 -1.34651  -0.010
H -1.51393 0.13329 1.93598  -0.003
H -0.72168 1.59010 -0.89069  0.011
H -1.85299 -1.63384 1.26644  0.002
H 0.21602 -1.48835 -0.14188  -0.008

Force components x, y, z for each atom (eV/Å):
Ag -0.977 0.110 0.567
O 0.533 -0.465 0.617
O -1.596 -0.525 -0.774
O 0.879 -1.159 -0.131
C 4.142 0.670 0.230
C -0.708 2.620 -0.171
C 0.865 1.060 -2.553
C -1.608 0.877 -1.815
C -0.357 -1.473 2.136
H -0.124 0.242 0.429
H -0.224 -0.491 -0.563
H -0.118 -1.585 0.726
H -0.016 -0.516 -0.119
H -0.204 0.112 0.727
H 0.114 0.367 0.458
H -0.600 0.157 0.235

The expectation value of S² is 0.77. The multiplicity is 2. The relative energy (zero: lowest compared OMol25 entry of this formula, charge and spin) is 226.0 kJ/mol. As for the highest occupied orbital energy (spin up / spin down): -11.2146 / -12.8691 eV. Its net charge is +1. The value obtained for the orbital gap (spin up / spin down) is 5.19 / 6.84 eV.

---

No. 2
Density functional theory data (ωB97M-V/def2-TZVPD) for C5H7AlO5 as an isolated structure at a distorted geometry.

Each line ends with the Mulliken spin population.
Positions of all 18 atoms, in Å:
Al 3.79807 -3.02861 1.13622  0.220
O 4.61222 -1.27774 2.35673  0.014
O -0.20413 -3.48905 4.25512  0.188
O 1.30789 -3.96682 1.14927  0.166
O -0.64004 -1.92361 2.69214  0.212
O 2.56972 -2.95984 2.58707  0.102
C -0.10873 -2.89033 3.20194  -0.055
C 4.19682 -1.57568 3.68063  0.004
C 2.75175 -1.99589 3.63639  -0.001
C 5.87233 -0.62674 2.28899  0.003
C 1.30282 -3.38449 2.21609  0.145
H 2.11162 -1.12903 3.43661  0.000
H 4.82848 -2.38394 4.08351  -0.002
H 6.12432 -0.51837 1.22840  0.000
H 5.80563 0.35906 2.77412  0.000
H 4.28776 -0.68769 4.32638  0.002
H 6.65011 -1.22681 2.78494  0.000
H 2.45276 -2.45787 4.58462  0.001

Force components x, y, z for each atom (eV/Å):
Al 0.748 0.105 -1.015
O -1.040 -0.783 -0.413
O 1.401 -0.618 -1.612
O -0.402 1.267 2.567
O 1.495 -1.003 -1.120
O -0.427 0.187 0.754
C -2.157 1.527 2.552
C 0.242 -0.366 0.533
C -0.503 1.183 1.633
C 1.039 0.419 -0.175
C 0.005 -1.606 -3.209
H 0.019 -0.262 -0.102
H -0.069 0.253 0.024
H -0.081 0.069 0.324
H -0.019 -0.315 -0.237
H -0.061 -0.294 -0.173
H -0.249 0.127 -0.111
H 0.061 0.111 -0.219

The expectation value of S² is 0.76. The multiplicity is 2. The relative energy (zero: lowest compared OMol25 entry of this formula, charge and spin) is 113.7 kJ/mol. As for the highest occupied orbital energy (spin up / spin down): -13.8050 / -13.4138 eV. Its net charge is +1. The value obtained for the orbital gap (spin up / spin down) is 8.97 / 5.08 eV.

---

No. 3
Density functional theory data (ωB97M-V/def2-TZVPD) for C5H7BF6N6O4PdS2 as an isolated structure at a distorted geometry.

Each line ends with the Mulliken charge.
Positions of all 32 atoms, in Å:
Pd -0.56978 0.24773 0.30015  1.096
S -3.24374 -0.65099 -1.27205  1.160
S -1.09543 0.40477 -2.44649  1.214
F -5.08993 0.28996 0.30987  -0.209
F -1.55944 1.77203 -4.65666  -0.194
F 0.52253 1.34783 -4.21863  -0.189
F -4.80239 1.44574 -1.49851  -0.228
F -3.36231 1.58075 0.11575  -0.207
F -0.78008 -0.23241 -4.92600  -0.191
O -0.16806 -0.66587 -2.19912  -0.576
O -2.23611 -0.96568 -0.24169  -0.673
O -4.20926 -1.64842 -1.55533  -0.610
O -0.91145 1.52558 -1.50929  -0.649
N 1.80101 -2.38558 2.83381  -0.667
N 0.15616 -1.11306 1.53672  -0.453
N -2.58650 -0.05266 -2.57181  -0.464
N 3.76336 -3.52314 2.90996  -0.368
N 0.58954 1.53281 1.13669  -0.531
N 3.12372 -2.60692 0.89343  -0.325
C 2.87832 -2.82282 2.19145  0.647
C 0.94113 2.56718 1.51816  0.079
C -0.71217 0.86454 -4.19344  0.511
C -4.18983 0.76771 -0.53916  0.734
C 0.94331 -1.71057 2.13304  0.567
B 1.46356 3.93322 2.08976  0.068
H 4.65591 -3.79753 2.54365  0.202
H 3.92353 -3.00644 0.43634  0.207
H 2.24843 3.64056 2.96231  -0.113
H 3.59105 -3.61096 3.89627  0.247
H 2.45252 -2.12329 0.31883  0.128
H 0.48602 4.48376 2.53813  -0.101
H 1.97640 4.51216 1.16387  -0.108

Force components x, y, z for each atom (eV/Å):
Pd -0.254 0.188 0.312
S -0.109 0.112 -0.127
S 0.560 -0.932 -0.048
F 0.054 0.012 0.007
F 0.058 -0.040 -0.005
F -0.056 -0.029 0.000
F 0.000 -0.023 0.024
F -0.018 -0.005 -0.045
F -0.024 0.058 0.021
O 0.259 -0.177 -0.275
O 0.124 -0.100 0.075
O 0.040 -0.052 0.014
O -0.113 0.089 0.165
N 0.043 -0.049 -0.213
N -0.292 0.084 0.008
N -0.160 0.128 0.053
N 0.014 -0.006 -0.008
N 0.040 0.205 -0.431
N 0.029 -0.039 -0.077
C -0.094 0.026 0.183
C 0.185 -0.129 0.137
C -0.237 0.581 0.096
C -0.067 -0.015 0.003
C 0.026 0.084 0.119
B -0.043 -0.156 0.019
H -0.003 0.002 -0.005
H 0.004 0.010 0.006
H 0.046 0.006 -0.006
H 0.002 -0.001 -0.002
H -0.008 0.018 0.034
H -0.008 0.078 -0.035
H 0.002 0.070 0.000

The relative energy (zero: lowest compared OMol25 entry of this formula, charge and spin) is 86.8 kJ/mol. As for the highest occupied orbital energy: -9.5455 eV. Its net charge is 0. The value obtained for the orbital gap is 7.71 eV.

---

No. 4
Density functional theory data (ωB97M-V/def2-TZVPD) for C5H7BeO4 as an isolated structure at a distorted geometry.

Each line ends with the Mulliken spin population.
Positions of all 17 atoms, in Å:
O -1.43473 -1.38256 -3.23838  -0.002
O 0.31971 0.09841 0.70579  0.050
O 0.50565 -2.19341 -2.36800  -0.018
O 0.01697 -0.05550 -1.88903  0.050
C -0.37110 1.19274 0.07981  0.051
C -0.98452 0.66037 -1.19767  -0.023
C 0.74563 0.31157 1.99082  0.003
C 1.09281 -0.68757 2.79513  0.010
C -0.37691 -1.39178 -2.67808  0.050
Be 1.19959 -0.78870 -0.62230  0.796
H 1.45346 -0.45716 3.79645  0.002
H 0.35320 1.99462 -0.12733  0.010
H 0.79457 1.36272 2.28574  0.005
H -1.15301 1.57299 0.75040  0.006
H -1.36226 1.50240 -1.79727  0.000
H -1.82753 -0.00924 -0.96662  0.005
H 1.02848 -1.72990 2.48056  0.004

Force components x, y, z for each atom (eV/Å):
O 0.476 0.774 0.063
O -0.051 -0.643 -1.252
O 0.212 0.731 0.220
O 1.298 -0.135 1.452
C -0.436 0.819 -0.228
C -0.642 0.058 -0.128
C 0.548 -0.176 1.414
C -0.176 0.289 -0.306
C -0.449 -1.457 0.609
Be -1.023 0.208 -1.461
H -0.113 -0.072 -0.325
H -0.129 -0.218 0.072
H -0.024 -0.312 -0.189
H 0.220 -0.148 -0.093
H 0.083 -0.235 0.145
H 0.159 0.189 -0.085
H 0.047 0.330 0.092

The expectation value of S² is 0.75. The multiplicity is 2. The relative energy (zero: lowest compared OMol25 entry of this formula, charge and spin) is 138.3 kJ/mol. As for the highest occupied orbital energy (spin up / spin down): -6.5521 / -10.1890 eV. Its net charge is 0. The value obtained for the orbital gap (spin up / spin down) is 6.91 / 9.98 eV.

---

No. 5
Density functional theory data (ωB97M-V/def2-TZVPD) for one molecule with the formula C5H7Br at a distorted geometry.

Each line ends with the Mulliken charge.
Positions of all 13 atoms, in Å:
Br 1.49319 2.11216 0.39219  -0.167
C -0.18248 -0.89769 1.07982  -0.296
C 1.06352 -0.67099 0.61978  -0.567
C 1.00695 0.45056 -0.50682  -0.178
C -0.42270 0.42974 -0.93101  -0.580
C -1.20130 0.02099 0.25333  -0.572
H 1.90447 0.26502 -1.17337  0.386
H -0.45002 -1.60984 1.94058  0.319
H -2.07465 -0.64372 -0.03720  0.284
H 1.91902 -1.21189 0.76772  0.507
H -0.53138 -0.39701 -1.69515  0.212
H -1.76261 0.83141 0.69039  0.296
H -0.76201 1.32126 -1.40025  0.356

Force components x, y, z for each atom (eV/Å):
Br 0.045 0.562 0.076
C -0.147 0.838 0.294
C -3.756 1.821 -1.730
C 2.585 -2.015 1.537
C 0.535 -1.454 -2.145
C -1.573 -2.964 1.334
H -1.692 0.404 0.082
H 0.270 1.219 -1.634
H 1.000 0.471 0.071
H 2.079 -1.022 0.824
H 0.303 0.814 0.563
H 0.543 0.465 1.020
H -0.191 0.861 -0.292

The relative energy (zero: lowest compared OMol25 entry of this formula, charge and spin) is 5.8 kJ/mol. As for the highest occupied orbital energy: -9.4032 eV. The SMILES is Br[C@H]1C=CCC1. Its net charge is 0. The value obtained for the orbital gap is 10.39 eV.

---

> Number 4 is which compound?

C5H7BeO4

---

> Which formula does entry 3 have?

C5H7BF6N6O4PdS2

---

> Which formula does entry 4 have?

C5H7BeO4